1.
{"formula": "C17H52N6O9", "method": "ωB97M-V with the def2-TZVPD basis set", "lumo_energy_ev": -0.20, "total_charge": 0, "gap_ha": 0.3206, "smiles": "NC(N)=O.NC(N)=O.NC(N)=O.CC(C)O.CC(C)O.CC(C)O.CC(C)O.CO.CO", "de_lowest_kcal_mol": 69.6, "total_energy_ha": -1684.406496, "symbols": ["O", "O", "O", "O", "O", "O", "O", "O", "O", "N", "N", "N", "N", "N", "N", "C", "C", "C", "C", "C", "C", "C", "C", "C", "C", "C", "C", "C", "C", "C", "C", "C", "H", "H", "H", "H", "H", "H", "H", "H", "H", "H", "H", "H", "H", "H", "H", "H", "H", "H", "H", "H", "H", "H", "H", "H", "H", "H", "H", "H", "H", "H", "H", "H", "H", "H", "H", "H", "H", "H", "H", "H", "H", "H", "H", "H", "H", "H", "H", "H", "H", "H", "H", "H"], "coordinates": [[-1.71400, 3.42648, -1.10410], [3.41547, 0.96402, 0.56160], [0.65885, -1.92192, -4.13824], [2.61600, -1.76968, 4.62248], [-1.78363, -1.40893, 2.06101], [-1.25626, 1.62908, 5.92598], [-2.59739, -2.28745, -2.73456], [0.05070, -1.87528, -1.53549], [5.87477, 1.84480, -2.51866], [0.26282, -0.52174, 0.37724], [0.47153, -2.31794, 3.57340], [1.95413, 2.77452, 0.16382], [1.92838, -0.60502, -1.02151], [2.30070, 2.20262, 2.22634], [1.87975, -1.12012, 2.47527], [1.61524, -1.74422, 3.61267], [-2.11087, 1.87810, 0.59923], [2.56739, 1.99482, 0.97849], [0.15701, -1.02525, -6.08991], [-1.57161, 2.23718, -0.76717], [-2.50537, -3.40148, -3.56721], [-2.14356, 1.29824, -1.93885], [-3.33953, -1.30375, 0.21269], [0.76203, -1.02148, -0.70530], [-0.33340, 1.39450, 5.13220], [-0.60878, 1.24531, 3.65798], [0.76512, 2.40788, 5.36036], [0.14914, -0.90724, -4.57447], [4.55409, 1.33725, -2.26959], [0.97456, 0.35592, -4.17814], [-1.90873, -3.36147, 0.99185], [-2.64009, -2.05440, 1.42411], [-3.18208, 1.08005, -1.94189], [-1.71391, 0.87318, 0.76377], [2.54038, -0.05777, -0.40108], [-0.17294, -2.23584, 2.75941], [0.81145, 0.58357, -3.15730], [1.16409, -1.01816, -6.53146], [-1.76130, -3.26205, -4.32848], [0.46048, 3.41108, 5.06372], [1.58519, 2.83456, 2.61464], [0.62239, 1.26015, -4.69562], [1.28494, 3.54403, 0.44461], [-2.62478, 3.55218, -1.40108], [-2.66014, -1.25616, -0.66798], [0.84715, 2.56072, 6.43728], [0.44557, -1.96059, -3.24574], [-1.71665, -2.09384, -2.40163], [-4.26616, -1.83273, -0.01806], [0.14656, 0.71447, 3.10034], [-3.40923, -2.23570, 2.15600], [-3.46165, -3.54166, -3.99994], [2.05226, 0.20667, -4.39040], [-1.62391, 0.33487, -1.89248], [-0.86626, -0.81814, -4.30500], [-0.49957, 2.05604, -0.69373], [-2.25324, -4.31582, -3.02665], [-2.03619, -0.96070, 2.83378], [-3.17821, 1.83569, 0.72027], [2.76901, 1.59409, 2.90849], [1.77543, 2.25328, 5.00025], [4.58520, 0.40074, -1.66437], [-1.62751, 2.45890, 1.34496], [2.77224, -0.64273, 2.42082], [0.09504, 0.45585, 5.53125], [6.37090, 1.92991, -1.69795], [-0.39390, -0.22796, -6.50035], [4.09508, 1.13896, -3.24516], [-1.10014, -3.24225, 0.27824], [0.00688, -2.70901, 4.41963], [4.05925, 2.10274, -1.63816], [-1.77473, 1.67554, -2.93166], [-3.57327, -0.29920, 0.51756], [1.87151, 2.66339, -0.89221], [-0.66697, -0.96557, 0.52944], [2.29176, -0.88060, -1.88330], [-0.42695, -1.85546, -6.42854], [-1.47703, -3.92344, 1.88397], [1.26997, -1.02466, 1.66506], [-1.59099, 2.48951, 5.71748], [-0.85721, 2.17540, 3.22523], [0.51872, 0.36249, 0.72322], [-2.48890, -4.13659, 0.49790], [-1.48203, 0.60523, 3.60940]], "forces_ev_per_angstrom": [[-1.5447, 9.1494, -2.2081], [-3.7092, 4.6075, 2.2719], [5.0028, -9.3251, 2.1795], [-5.6451, 0.1430, -4.6398], [7.8081, 4.9707, 2.8959], [-7.7996, 1.5808, 4.7828], [-0.1982, 0.5868, 0.3560], [2.4328, 3.2357, 3.8461], [-0.0694, -0.3157, -0.4361], [-4.0517, -1.7229, 1.3085], [-5.1545, -2.7014, 1.6637], [-3.3985, 3.5131, -5.1547], [2.2381, 0.6263, -0.3092], [0.1243, -0.3778, 4.2690], [2.0305, 1.6612, -0.8735], [7.5210, 0.8735, 4.2365], [0.8295, -1.6503, -0.3659], [4.4141, -5.6063, -1.9613], [0.1544, 0.4906, -0.3244], [-0.0075, -8.4838, 0.3525], [0.4575, -0.4762, 0.3695], [3.0411, -0.1508, 0.1445], [1.2431, -0.9943, 0.4861], [-2.6251, -3.7788, -5.8906], [9.0235, -3.0382, -3.9235], [-1.0148, -1.4179, 0.6888], [0.7124, 1.2965, 0.8821], [-1.7552, 8.5532, -5.8359], [0.9021, 0.1907, 1.0061], [-0.5238, 0.4889, -1.1930], [-0.2675, -1.4968, 0.8328], [-6.0245, -5.0356, -4.7449], [-1.0863, 0.2096, 0.1420], [-0.4792, -0.0359, 0.2792], [0.0013, 0.1601, 0.1385], [0.9805, 0.0645, 0.9733], [0.1159, 0.0555, 1.3812], [-0.2436, -0.2160, 0.2640], [0.3841, 0.0368, -0.6318], [-0.2592, 0.2696, -0.6255], [0.7602, -0.5373, -0.6888], [0.1815, -0.2138, -0.1812], [1.3575, -1.4752, 0.0598], [0.1880, 0.5063, -0.0283], [-0.7061, -0.1547, 0.5811], [0.2507, -0.3653, 0.1573], [-0.0855, -0.9428, 3.4770], [0.3473, 0.0695, 0.3375], [0.2250, 0.0403, -0.3033], [0.5787, 0.1198, 0.0335], [-1.2055, -1.1040, -0.1918], [-0.9336, -0.1765, -0.6250], [-0.5907, -0.0441, 0.0934], [-0.2426, -0.1548, 0.1738], [-1.7687, 0.7730, 0.6397], [0.3766, -0.4079, -0.1600], [0.0648, -0.1024, 0.1828], [-0.8179, 0.8983, 1.2641], [-0.5102, 0.3078, -0.0660], [-0.3761, 0.5074, -0.5009], [0.0421, -0.4379, -0.3106], [-0.0194, 0.5430, -0.5067], [0.0736, 0.9761, 0.6537], [-0.1131, -0.4187, -0.0955], [0.2165, -0.2042, -0.7718], [-0.2922, -0.1285, 0.0226], [-0.4486, 1.5163, -0.6649], [-0.0197, 0.3014, 0.3625], [0.2892, 0.7603, -0.0335], [1.1256, 0.4290, -1.0256], [-0.3983, -0.5752, -0.6473], [-0.6543, 0.1077, 0.9068], [-0.2523, 0.3626, 0.1863], [0.8594, -0.3442, 2.1887], [0.9500, 1.3638, 0.5820], [0.6114, -0.5965, -1.4441], [0.0577, -1.0851, 0.0102], [-0.4788, 0.9735, -0.7843], [0.1871, -0.5657, 0.8000], [-0.9602, 1.0427, 0.3217], [-0.2535, 1.1554, -0.6467], [0.0324, 1.0297, 0.3075], [-0.7146, 0.2342, -0.0367], [-0.4936, 0.0766, -0.2610]]}



2.
{"formula": "C5H4O4S2", "method": "ωB97M-V with the def2-TZVPD basis set", "lumo_energy_ev": 5.62, "total_charge": -2, "gap_ha": 0.2174, "smiles": "O=[SH](=O)/C(C=C([O-])[O-])=C\\C=S", "de_lowest_kcal_mol": 0.0, "total_energy_ha": -1290.178050, "symbols": ["S", "S", "O", "O", "O", "O", "C", "C", "C", "C", "C", "H", "H", "H", "H"], "coordinates": [[-2.19449, 1.71763, -0.93010], [-1.34879, -1.39174, -0.40925], [-2.35722, -1.38869, 0.61677], [2.73286, 1.31356, 0.55125], [3.80201, -0.13262, -0.90591], [-0.79012, -2.69605, -0.67857], [2.87336, 0.35699, -0.18978], [-1.53761, 1.44657, 0.62772], [1.45202, -0.39488, -0.36859], [0.28920, -0.02711, 0.12646], [-0.42452, 0.86121, 0.93103], [-2.06558, 2.05681, 1.36275], [0.00859, 0.76777, 1.89440], [1.56206, -1.33215, -1.00768], [-2.00178, -1.15730, -1.62051]], "forces_ev_per_angstrom": [[-0.3296, -0.2438, -0.5334], [0.8445, 0.5892, -1.1397], [-0.8367, 0.4234, 0.8695], [1.3955, 1.3554, 0.9865], [-0.7652, 0.8432, 1.2595], [1.1325, -1.5215, -0.3692], [-1.5694, -1.6927, -1.7717], [-2.5923, 3.1640, -0.7168], [0.9779, -1.6533, -1.0657], [-1.0094, -1.6401, -2.3891], [2.8793, -1.4237, 1.4182], [0.2368, -0.4329, 0.4179], [-0.1679, 0.6519, 1.3786], [-0.5604, 1.1802, 0.9935], [0.3644, 0.4006, 0.6619]]}



3.
{"formula": "C20H41Br15GaO", "method": "ωB97M-V with the def2-TZVPD basis set", "lumo_energy_ev": 1.53, "total_charge": -1, "gap_ha": 0.2357, "total_energy_ha": -41396.499774, "symbols": ["Br", "Br", "Br", "Br", "Br", "Br", "Br", "Br", "Br", "Br", "Br", "Br", "Br", "Br", "Br", "Ga", "O", "C", "C", "C", "C", "C", "C", "C", "C", "C", "C", "C", "C", "C", "C", "C", "C", "C", "C", "C", "C", "H", "H", "H", "H", "H", "H", "H", "H", "H", "H", "H", "H", "H", "H", "H", "H", "H", "H", "H", "H", "H", "H", "H", "H", "H", "H", "H", "H", "H", "H", "H", "H", "H", "H", "H", "H", "H", "H", "H", "H", "H"], "coordinates": [[-0.94733, 5.16024, 2.17830], [-2.90902, -0.45089, -1.43281], [11.87469, 3.61502, 1.57169], [-6.02143, 5.01870, -6.85583], [1.36789, -2.48221, 0.65962], [-4.82252, 2.24244, -4.69785], [-6.46330, -3.56745, -3.14709], [10.21117, 4.43964, 4.76029], [-5.39896, 2.00427, -2.60581], [-0.27430, -1.61481, 3.85033], [8.21542, 3.22175, 0.03674], [5.77628, 0.75427, 1.29861], [0.64657, -7.58439, 0.86313], [-4.50757, -2.23057, -5.97440], [2.15896, -7.25442, 4.21399], [-2.47422, 2.36750, 0.94800], [1.23632, 2.64318, 1.60473], [11.65187, 2.53515, 3.17857], [-6.51617, -4.04429, -5.03559], [-4.99863, 0.20370, -3.27611], [-4.89376, 2.38788, -6.67145], [-4.25292, 2.73681, 3.87662], [5.50746, 2.60268, 0.74364], [1.81858, 1.19181, 2.04243], [-4.53959, 3.78021, -7.13595], [-0.89927, 1.06008, 1.22332], [1.13622, -3.54804, 2.27501], [-2.85842, 3.51147, 3.79234], [0.23756, 1.76353, 2.26227], [-4.70188, -0.73875, -2.13449], [6.35027, 2.94180, -0.45926], [-0.21678, -3.31287, 2.89631], [2.51977, -7.63987, 1.39770], [-5.13414, -4.04527, -5.63783], [-2.54857, 3.95260, 2.26838], [10.29306, 2.74767, 3.79668], [2.69391, -8.36813, 2.70639], [3.02898, -8.17062, 0.59254], [1.23401, -4.58469, 1.94677], [-5.89831, -0.10921, -3.80860], [-1.02722, -3.29657, 2.16877], [11.76470, 1.50310, 2.84429], [3.74582, -8.59639, 2.88250], [12.47414, 2.78683, 3.84678], [-4.98280, 3.22904, 4.60912], [1.96484, -3.30336, 2.93830], [-4.16005, 1.66468, -7.04094], [-5.89216, 2.07357, -6.97650], [-1.16672, 0.06521, 1.69200], [-7.19662, -3.34636, -5.52109], [-3.83560, 1.52503, 0.98626], [-4.35781, 3.79791, -8.21209], [1.32831, 0.30211, 1.47008], [-4.73284, 2.74513, 2.83682], [-6.94812, -5.04535, -5.06414], [-4.18188, 0.29342, -3.97838], [-3.67497, 4.19879, -6.62126], [9.48483, 2.75781, 3.06624], [6.02936, 3.88675, -0.89917], [2.87312, -6.60999, 1.42721], [-4.71099, -1.77266, -2.48168], [-5.39164, -0.63527, -1.29701], [-0.10863, 1.99177, 3.36915], [-4.13197, 1.63588, 4.16788], [-3.45163, 4.59329, 1.96640], [-5.14119, -4.52874, -6.61551], [-0.30185, 0.97653, 0.26530], [2.11301, -9.28711, 2.76868], [5.72023, 3.22816, 1.60895], [-1.98111, 2.95593, 4.23915], [2.52714, 1.38710, 1.19032], [10.08936, 1.98313, 4.54716], [-2.99684, 4.49627, 4.36680], [-0.42777, -4.07016, 3.65257], [-2.30324, 2.96708, -0.55388], [-4.38904, -4.52627, -5.00573], [6.33897, 2.16818, -1.22551], [4.44633, 2.67495, 0.50132]], "forces_ev_per_angstrom": [[-0.7059, -0.3448, 0.2167], [-0.0773, -0.0504, -0.0734], [0.0619, 0.0122, 0.0868], [0.0299, 0.0625, 0.0577], [0.0455, -0.0697, 0.0966], [1.0817, 4.1175, -10.6363], [-0.2247, -0.1340, -0.1854], [-0.0360, -0.0342, -0.0903], [-1.5701, -2.0756, 9.3103], [0.0166, -0.1346, -0.0403], [0.0588, -0.0637, -0.0383], [0.0906, 0.0933, 0.0249], [0.0749, 0.1034, 0.0469], [0.0175, -0.0825, 0.0885], [-0.0516, -0.0795, -0.0581], [0.2308, 0.2047, -0.6606], [-4.2127, -3.0777, 1.2189], [-0.0048, -0.1197, -0.2668], [-0.0679, -0.2200, 0.2241], [-0.5302, -1.7865, 1.9764], [0.9905, -0.1641, -0.4420], [-0.0894, -0.2871, -0.3879], [-0.2235, -0.2428, -0.0348], [-1.0572, -0.6852, -1.5558], [-0.0354, -0.2708, -0.5243], [2.7383, 1.1613, 2.1488], [0.0609, -0.1330, -0.3286], [-0.2692, 1.5203, -0.3298], [0.5941, 1.3162, -1.3397], [0.2698, -0.2254, 0.1516], [0.0437, 0.2456, 0.0081], [-0.0522, 0.0624, 0.3606], [-0.1327, -0.1629, -0.2316], [0.0600, 0.1454, -0.2814], [-1.5493, -0.4342, 1.0810], [-0.0338, 0.0158, 0.2662], [0.1947, 0.1278, 0.2187], [-0.0120, 0.0175, 0.1098], [-0.1168, 0.0599, 0.0861], [0.0297, 0.1207, 0.0401], [0.1740, 0.0082, -0.0007], [-0.0855, 0.0758, 0.0513], [-0.0758, 0.0478, -0.0803], [-0.1714, 0.0196, -0.0253], [1.1188, -0.6593, -0.9351], [-0.1817, 0.0412, -0.0079], [-0.0416, 0.1589, -0.3195], [0.0903, 0.1265, -0.0103], [0.3232, 1.0771, -0.7378], [0.1636, -0.0437, 0.0153], [-0.1523, 0.0137, 0.2153], [-0.0240, 0.1432, 0.0814], [0.4026, 1.4051, -0.1994], [0.5779, -0.0723, 1.5025], [0.0856, 0.0639, -0.0383], [0.1256, -0.3209, 0.5495], [-0.1441, -0.0797, 0.0403], [0.1529, -0.0013, 0.0134], [-0.0173, -0.0774, 0.0922], [-0.0249, -0.1307, 0.0836], [0.0286, 0.3146, -0.0277], [0.0650, 0.0423, -0.1048], [1.1720, -0.2780, -2.3315], [-0.1299, 1.5439, -0.4083], [1.4359, -0.6263, 0.3436], [-0.0659, 0.0217, 0.0961], [-0.7981, -0.2335, 1.0054], [0.0203, 0.1491, -0.0947], [0.0087, -0.0437, -0.1528], [-1.0798, 0.5001, -0.4688], [0.9283, -0.4639, 1.8047], [0.0625, 0.0338, -0.0885], [0.4506, -1.4139, -0.4560], [0.0781, -0.0046, -0.1057], [-0.0046, 0.0180, 0.2015], [-0.1595, 0.0655, -0.0012], [-0.0322, 0.0342, 0.1705], [0.0867, 0.0370, 0.0147]]}



4.
{"formula": "C2H5N", "method": "ωB97M-V with the def2-TZVPD basis set", "lumo_energy_ev": 1.15, "total_charge": 0, "gap_ha": 0.4099, "smiles": "[H]/N=C/C", "de_lowest_kcal_mol": 8.5, "total_energy_ha": -133.919923, "symbols": ["N", "C", "C", "H", "H", "H", "H", "H"], "coordinates": [[0.75232, 1.25777, 0.54056], [-0.08674, 0.53697, -0.00211], [0.04497, -0.94319, -0.15424], [0.15617, -1.52581, 0.76085], [0.27262, 2.17673, 0.67148], [0.87912, -1.25599, -0.86944], [-0.86327, -1.26576, -0.68218], [-1.15517, 1.01928, -0.26492]], "forces_ev_per_angstrom": [[0.8263, 2.3888, 1.2312], [-3.6651, -0.4666, -0.4996], [0.3093, -0.8647, -2.3063], [0.0112, 0.4270, 0.0991], [1.1323, -0.5050, -0.1688], [-0.7914, 0.6383, 1.0749], [0.1584, -0.2707, 0.3367], [2.0190, -1.3471, 0.2327]]}